[1]
A single C6H10O molecule at a distorted geometry, computed with the ωB97M-V functional and the def2-TZVPD basis.

Last column: Löwdin charge in e.
Geometry (Å):
C 1.21763 1.47427 -0.06824  -0.05
C 0.52240 0.17343 -0.14352  -0.46
O 1.48604 -0.75758 0.33650  -0.02
C -0.26775 -0.52127 -1.26305  -0.11
C -1.05606 -1.39901 -0.26064  -0.12
C -1.07771 -0.82633 0.97211  -0.17
C -1.03340 0.60839 0.82131  -0.07
H 1.47121 1.56564 0.99746  0.10
H 0.47949 2.22487 -0.33795  0.09
H 2.13409 1.52113 -0.65151  0.08
H 1.28978 -1.67045 0.05257  0.11
H -0.71801 0.22775 -1.92984  0.11
H 0.35665 -1.16833 -1.91110  0.11
H -1.18491 -2.45101 -0.43582  0.08
H -0.70130 -1.23071 1.90322  0.12
H -0.95252 1.33645 1.63918  0.10
H -1.96565 0.89275 0.27932  0.11

Atomic forces in eV per Å
C 0.14 0.43 -0.28
C -0.37 0.96 0.06
O -0.52 0.34 0.33
C -0.25 0.08 0.24
C -0.08 -0.68 0.19
C -0.53 -0.84 -0.06
C 1.15 -0.17 -0.49
H 0.06 0.29 -0.36
H 0.37 0.43 -0.10
H 0.07 0.15 -0.17
H -0.34 0.68 0.26
H -0.40 -0.25 0.30
H -0.15 0.29 0.29
H 0.18 -0.32 -0.02
H -1.24 -0.89 0.23
H 0.62 -0.72 0.07
H 1.29 0.23 -0.48

Its net charge is 0. For the orbital gap, the calculation gives 8.799 eV. Its relative energy (zero: lowest compared OMol25 entry of this formula, charge and spin) is 3.693 eV. For the total energy, the calculation gives -309.70664 a.u. As for the HOMO energy: -7.847 eV. Its LUMO energy is 0.95 eV.

[2]
A single C6H10O molecule at a distorted geometry, computed with the ωB97M-V functional and the def2-TZVPD basis.

Last column: Löwdin charge in e.
Geometry (Å):
C 1.04430 -1.53590 1.98045  0.03
C 1.16966 -0.79191 0.79906  -0.40
O 1.92191 -1.34151 -0.22706  -0.02
C 0.05410 0.21457 0.46862  -0.08
C 0.05525 0.79594 -0.71939  -0.11
C -1.16109 1.46374 -1.43732  -0.20
C -2.51976 1.20275 -0.59261  -0.08
H 0.62617 -2.55035 2.02026  0.06
H 1.05402 -0.85085 2.84783  0.05
H 1.10053 -1.88045 -0.53556  0.16
H -0.53190 0.49121 1.30394  0.10
H 0.87510 0.51389 -1.41586  0.11
H -1.08457 1.03596 -2.49225  0.12
H -0.81451 2.48710 -1.45805  0.08
H -3.39127 1.23335 -1.22120  0.05
H -2.58820 2.02026 0.10542  0.07
H -2.47543 0.13682 -0.33096  0.07

Atomic forces in eV per Å
C -0.20 2.41 -0.87
C -1.12 -0.61 2.22
O -3.80 -1.44 -0.79
C 3.90 0.15 0.76
C -1.13 -0.73 -2.23
C 0.82 -1.60 0.92
C 1.96 -0.11 -2.62
H 1.73 -0.05 0.11
H -1.32 -0.80 -0.12
H 2.45 0.55 -0.75
H -1.01 -0.12 0.42
H -0.44 0.35 0.61
H -0.72 0.68 1.32
H -0.69 0.70 -0.40
H -0.35 0.47 -0.54
H -0.13 -0.50 0.94
H 0.03 0.66 1.02

Its net charge is 0. For the orbital gap, the calculation gives 8.145 eV. Its relative energy (zero: lowest compared OMol25 entry of this formula, charge and spin) is 4.001 eV. For the total energy, the calculation gives -309.69535 a.u. As for the HOMO energy: -7.840 eV. Its LUMO energy is 0.30 eV.

[3]
A single C6H10O molecule, computed with the ωB97M-V functional and the def2-TZVPD basis.

Last column: Löwdin charge in e.
Geometry (Å):
C -1.48003 0.07972 0.14644  -0.12
C -1.01730 1.23787 -0.32905  -0.09
C 0.42411 1.63525 -0.11472  -0.19
O 1.32813 0.81825 -0.88786  -0.14
C 0.95569 -0.54579 -0.97939  -0.24
C 0.73696 -1.20662 0.38351  -0.16
C -0.64327 -0.84247 1.01536  -0.18
H -2.46538 -0.26169 -0.16831  0.10
H -1.63709 1.85003 -0.98162  0.10
H 0.68492 1.58385 0.95915  0.12
H 0.62629 2.65997 -0.44136  0.12
H 1.76506 -1.01868 -1.53636  0.12
H 0.02745 -0.65692 -1.57137  0.12
H 1.56218 -0.91985 1.04896  0.11
H 0.82172 -2.29180 0.25009  0.11
H -1.20558 -1.76042 1.21664  0.10
H -0.48387 -0.36073 1.98989  0.11

Atomic forces in eV per Å
C 0.08 0.19 -0.06
C -0.01 -0.14 0.05
C 0.10 0.00 -0.01
O -0.38 0.23 0.20
C -0.12 -0.20 -0.04
C 0.10 0.03 -0.10
C 0.02 -0.03 -0.03
H 0.05 0.13 0.24
H 0.10 -0.11 0.10
H -0.04 -0.15 -0.29
H -0.12 -0.18 0.06
H 0.02 -0.03 0.12
H 0.47 0.00 0.07
H -0.20 -0.01 -0.11
H -0.10 0.15 0.01
H 0.07 0.19 -0.02
H -0.04 -0.08 -0.17

Its net charge is 0. For the orbital gap, the calculation gives 10.468 eV. Its relative energy (zero: lowest compared OMol25 entry of this formula, charge and spin) is 0.889 eV. For the total energy, the calculation gives -309.80969 a.u. As for the HOMO energy: -9.373 eV. Its LUMO energy is 1.10 eV.